Record 1
# C15H26ILuO2P2Te

C15H26ILuO2P2Te as an isolated structure at a distorted geometry (ωB97M-V with the def2-TZVPD basis set, the Open Molecules 2025 dataset).

ΔE to the lowest compared entry with this formula, charge and spin (eV): 0.000
HOMO level (eV): -12.791
LUMO energy (eV): -7.85
Strongest force on any atom (eV/A): 6.722
Energy (Eh): -3221.074519
Molecular weight (u): 729.79

The geometry in ORCA input format:
```
! RIJCOSX wB97M-V def2-TZVPD def2/J DEFGRID3
* xyz 2 1
C -0.001 -0.080 -6.950
C 0.007 0.986 -6.002
H 0.000 0.344 -7.986
H -0.916 -0.680 -6.784
H 0.906 -0.692 -6.787
O 0.016 1.954 -5.369
I 0.001 -1.875 -2.962
Lu -0.006 -0.573 -0.517
P 2.703 -0.248 -0.152
C 3.365 1.107 0.867
C 3.665 -1.667 0.483
H 4.741 -1.430 0.399
H 4.596 -0.158 -1.715
H 3.438 -2.563 -0.108
H 3.052 -0.628 -2.505
H 2.954 1.017 1.884
H 3.401 -1.861 1.528
C 3.520 0.041 -1.772
H 4.464 1.064 0.899
H 3.343 1.079 -2.071
H 3.037 2.063 0.435
P -2.711 -0.165 -0.172
C -3.386 1.233 0.775
C -3.501 0.073 -1.809
H -3.504 -2.457 -0.103
H -4.752 -1.294 0.464
H -3.375 -1.762 1.530
C -3.682 -1.559 0.499
H -3.031 -0.621 -2.515
H -4.579 -0.114 -1.758
H -4.480 1.163 0.842
H -3.099 2.166 0.271
H -3.313 1.099 -2.136
H -2.946 1.229 1.783
C 0.040 1.523 0.397
O 0.071 2.497 1.023
Te 0.001 -2.147 1.794
C 0.141 -0.727 3.345
C -0.999 -0.010 3.772
C -0.865 0.919 4.825
C 0.378 1.092 5.464
C 1.514 0.371 5.029
C 1.394 -0.544 3.966
H -1.939 -0.192 3.275
H -1.708 1.520 5.169
H 0.470 1.785 6.301
H 2.469 0.549 5.534
H 2.241 -1.127 3.603
*
```

Atomic partial charges in e from the natural (NBO) method, atoms 1 to 4:
1 C -0.831
2 C 0.991
3 H 0.360
4 H 0.351

Record 2
# C27H25F5N3O2ReS

C27H25F5N3O2ReS as an isolated structure (ωB97M-V with the def2-TZVPD basis set, the Open Molecules 2025 dataset).

HOMO level (alpha / beta) (eV): -10.541 / -11.156
⟨S²⟩: 3.77
LUMO energy (alpha / beta) (eV): -3.09 / -4.15
Strongest force on any atom (eV/A): 0.672
Energy (Eh): -2334.247778
Molecular weight (u): 736.78

The geometry in ORCA input format:
```
! RIJCOSX wB97M-V def2-TZVPD def2/J DEFGRID3
* xyz 1 4
Re -0.347 0.110 0.395
C 2.355 1.668 -0.503
N 0.970 1.522 -1.004
C 0.304 2.859 -0.952
C 0.048 3.304 0.495
C -1.373 3.049 0.950
N -1.787 1.654 0.653
C -3.063 1.470 0.550
C -3.752 0.296 0.131
C -5.154 0.267 0.262
C -5.884 -0.780 -0.229
C -5.214 -1.810 -0.902
C -3.847 -1.787 -1.066
C -3.092 -0.744 -0.537
O -1.768 -0.746 -0.728
C 1.057 1.009 -2.424
C 0.343 -0.304 -2.676
C 0.889 -1.496 -1.892
N 1.010 -1.224 -0.429
C 1.905 -1.856 0.259
C 2.291 -1.562 1.607
C 3.162 -2.461 2.260
C 3.706 -2.161 3.479
C 3.434 -0.906 4.046
C 2.602 -0.003 3.419
C 1.969 -0.333 2.220
O 1.116 0.552 1.693
H 2.892 2.372 -1.143
H 2.860 0.703 -0.531
H 2.371 2.029 0.517
H -0.634 2.783 -1.504
H 0.934 3.587 -1.469
H 0.240 4.373 0.596
H 0.736 2.801 1.174
H -2.048 3.729 0.432
H -1.460 3.236 2.021
H -3.700 2.330 0.765
H -5.651 1.089 0.769
H -6.958 -0.808 -0.108
H -5.781 -2.641 -1.308
H -3.326 -2.580 -1.587
H 2.110 0.900 -2.676
H 0.652 1.768 -3.093
H 0.437 -0.547 -3.735
H -0.717 -0.183 -2.483
H 1.874 -1.775 -2.270
H 0.215 -2.340 -2.046
H 2.470 -2.642 -0.246
H 3.393 -3.408 1.777
H 4.348 -2.869 3.986
H 3.886 -0.639 4.995
H 2.386 0.969 3.854
F 1.250 -0.694 7.214
C 0.658 -0.847 6.041
C 0.070 0.234 5.416
F 0.094 1.431 5.996
C -0.526 0.068 4.189
F -1.075 1.151 3.624
C -0.547 -1.158 3.538
S -1.283 -1.434 1.962
C 0.054 -2.222 4.193
F 0.097 -3.420 3.617
C 0.647 -2.080 5.427
F 1.240 -3.118 6.013
*
```

Atomic partial charges in e from the natural (NBO) method, atoms 1 to 4:
1 Re 1.521
2 C -0.418
3 N -0.458
4 C -0.225

Record 3
# C5H33N2O11

A 11-piece molecular cluster, C5H33N2O11 overall at a distorted geometry (ωB97M-V with the def2-TZVPD basis set, the Open Molecules 2025 dataset).

ΔE to the lowest compared entry with this formula, charge and spin (eV): 2.604
HOMO level (eV): -5.700
LUMO energy (eV): 2.50
Strongest force on any atom (eV/A): 2.606
Energy (Eh): -1147.472890
Molecular weight (u): 297.32

The geometry in ORCA input format:
```
! RIJCOSX wB97M-V def2-TZVPD def2/J DEFGRID3
* xyz -1 1
C 1.362 0.614 0.536
N 1.272 1.670 -0.448
C 0.720 -0.753 0.301
C 1.187 -1.723 1.414
C 2.739 -2.033 1.339
N -0.739 -0.655 0.339
C -1.319 -0.498 -1.019
O -0.978 -1.535 -1.841
H 2.454 0.535 0.769
H 0.823 1.041 1.369
H 2.109 1.709 -0.958
H 0.395 1.750 -0.920
H 0.985 -1.109 -0.728
H 0.908 -1.331 2.430
H 0.870 -2.795 1.263
H 3.348 -1.253 1.707
H 2.887 -2.999 1.862
H 2.885 -2.313 0.313
H -1.263 -1.377 0.825
H -0.914 0.433 -1.440
H -2.412 -0.568 -0.751
H -1.609 1.312 -4.363
H -0.374 2.136 -4.243
O -1.300 2.146 -3.984
H -1.720 -0.752 4.047
H -2.588 -0.097 2.871
O -2.303 -0.044 3.786
H -1.466 1.777 2.792
H -0.753 1.597 4.153
O -1.090 2.257 3.547
H -1.188 -3.023 -1.168
H -2.030 -4.135 -0.509
O -1.198 -3.998 -0.978
H -0.784 -1.225 -4.576
H -0.698 -0.832 -3.042
O -0.528 -0.470 -4.031
H 3.662 0.327 -1.834
H 3.795 1.822 -1.748
O 4.331 1.026 -1.888
H 1.398 -2.593 -3.571
H 1.215 -3.378 -2.303
O 1.793 -3.324 -3.077
H 1.524 2.832 2.169
H 0.638 3.146 3.419
O 1.502 3.256 3.020
H -3.171 0.105 0.270
H -3.098 1.587 0.725
O -3.610 0.773 0.831
H -2.736 3.599 1.885
H -2.041 3.775 0.501
O -2.893 3.589 0.938
*
```

Atomic partial charges in e from the natural (NBO) method, atoms 1 to 4:
1 C -0.218
2 N -0.863
3 C -0.106
4 C -0.399

Record 4
# C3H10O

A 2-piece molecular cluster, C3H10O overall at a distorted geometry (ωB97M-V with the def2-TZVPD basis set, the Open Molecules 2025 dataset).

ΔE to the lowest compared entry with this formula, charge and spin (eV): 1.025
HOMO level (eV): -10.659
Structure (SMILES): CCC.O
LUMO energy (eV): 1.08
Strongest force on any atom (eV/A): 3.689
Energy (Eh): -195.491238
Molecular weight (u): 62.11

The geometry in ORCA input format:
```
! RIJCOSX wB97M-V def2-TZVPD def2/J DEFGRID3
* xyz 0 1
C 1.661 -0.054 1.507
C 2.025 0.704 0.232
C 1.389 0.169 -1.063
H 1.891 0.539 2.329
H 2.152 -0.971 1.552
H 0.603 -0.404 1.469
H 3.158 0.820 0.152
H 1.736 1.821 0.491
H 2.009 0.223 -1.982
H 0.987 -0.824 -1.093
H 0.321 0.554 -1.206
H -6.642 -1.283 -0.587
H -5.541 -0.263 -1.126
O -5.748 -1.030 -0.675
*
```

Atomic partial charges in e from the natural (NBO) method, atoms 1 to 4:
1 C -0.600
2 C -0.398
3 C -0.643
4 H 0.206

Record 5
# C19H44N6O9P

A 3-piece molecular cluster, C19H44N6O9P overall at a distorted geometry (ωB97M-V with the def2-TZVPD basis set, the Open Molecules 2025 dataset).

ΔE to the lowest compared entry with this formula, charge and spin (eV): 14.745
HOMO level (eV): -10.291
LUMO energy (eV): -5.57
Strongest force on any atom (eV/A): 4.988
Energy (Eh): -2096.769688
Molecular weight (u): 531.57

The geometry in ORCA input format:
```
! RIJCOSX wB97M-V def2-TZVPD def2/J DEFGRID3
* xyz 1 1
N -2.812 0.487 -1.375
P -1.729 0.479 -2.572
C -0.665 -1.069 -2.364
N 0.148 -1.447 -3.577
C 0.938 -2.663 -3.339
N 1.386 -3.317 -4.458
N 1.256 -3.277 -2.080
C 0.834 -2.511 -0.871
C 1.989 -2.493 0.236
C 2.354 -3.917 0.880
C 1.113 -4.887 1.139
N 0.569 -5.727 0.046
O 0.560 -5.031 2.264
C 0.398 -1.000 -1.148
O -0.081 -0.284 0.014
N 0.873 0.694 0.238
O 0.708 1.203 1.290
H -2.613 -0.340 -0.788
H -2.458 0.371 -3.798
H -0.937 1.681 -2.617
H -1.337 -1.979 -2.136
H 0.862 -0.690 -3.688
H 1.088 -4.299 -4.535
H 2.006 -2.834 -5.118
H 2.229 -3.608 -2.040
H -0.108 -3.040 -0.456
H 1.792 -1.712 1.057
H 2.948 -2.126 -0.300
H 2.808 -3.696 1.918
H 3.177 -4.485 0.309
H 1.284 -5.793 -0.694
H -0.263 -5.289 -0.371
H 1.311 -0.423 -1.562
C 7.650 3.276 -2.773
O 7.200 3.204 -1.432
C 7.223 4.459 -0.763
C 5.985 4.644 0.109
O 4.770 4.858 -0.613
C 4.247 3.752 -1.346
C 3.729 2.601 -0.487
O 4.806 1.891 0.114
C 4.526 1.472 1.437
H 8.740 3.366 -2.798
H 7.357 2.356 -3.280
H 7.190 4.116 -3.303
H 7.289 5.291 -1.475
H 8.117 4.474 -0.129
H 6.132 5.554 0.703
H 5.875 3.833 0.827
H 4.965 3.406 -2.091
H 3.398 4.152 -1.909
H 3.185 1.891 -1.122
H 3.041 2.997 0.269
H 4.089 2.282 2.029
H 5.470 1.185 1.906
H 3.856 0.605 1.425
C -8.648 1.841 2.071
O -8.007 0.725 2.664
C -8.394 -0.516 2.091
C -7.196 -1.448 1.934
O -6.270 -1.069 0.913
C -5.491 0.105 1.146
C -4.461 -0.022 2.265
O -5.094 -0.041 3.540
C -4.483 -0.934 4.451
H -9.683 1.905 2.417
H -8.114 2.741 2.375
H -8.618 1.782 0.978
H -8.870 -0.375 1.113
H -9.123 -0.976 2.769
H -7.579 -2.430 1.628
H -6.686 -1.610 2.883
H -6.132 0.975 1.287
H -4.945 0.281 0.214
H -3.795 0.849 2.245
H -3.863 -0.927 2.104
H -4.293 -1.909 3.990
H -5.171 -1.086 5.286
H -3.551 -0.505 4.833
*
```

Atomic partial charges in e from the Mulliken method, atoms 1 to 4:
1 N -0.552
2 P 0.197
3 C -0.198
4 N -0.359

Record 6
# C5H9BrN

An isolated ion of composition C5H9BrN and charge +1 at a distorted geometry (ωB97M-V with the def2-TZVPD basis set, the Open Molecules 2025 dataset).

ΔE to the lowest compared entry with this formula, charge and spin (eV): 0.000
HOMO level (alpha / beta) (eV): -9.979 / -14.249
⟨S²⟩: 2.01
LUMO energy (alpha / beta) (eV): -2.92 / -6.71
Strongest force on any atom (eV/A): 7.265
Energy (Eh): -2824.213435
Molecular weight (u): 163.04

The geometry in ORCA input format:
```
! RIJCOSX wB97M-V def2-TZVPD def2/J DEFGRID3
* xyz 1 3
C -0.706 -0.830 1.237
C -0.461 -0.264 -0.108
C -0.818 1.047 -0.488
C -1.037 -2.150 1.403
C 1.643 0.977 -1.361
N 0.603 0.892 -0.283
Br -1.526 -2.665 3.154
H -0.829 -0.196 2.049
H -0.463 -0.980 -0.895
H -1.010 1.233 -1.525
H -1.408 1.728 0.289
H -0.996 -3.001 0.691
H 2.578 0.990 -0.802
H 1.734 0.133 -2.081
H 1.579 1.907 -1.805
H 1.117 1.180 0.525
*
```

Atomic partial charges in e from the natural (NBO) method, atoms 1 to 4:
1 C -0.149
2 C -0.092
3 C -0.218
4 C -0.345

Record 7
# C3H14NO4

A 5-piece molecular cluster, C3H14NO4 overall at a distorted geometry (ωB97M-V with the def2-TZVPD basis set, the Open Molecules 2025 dataset).

ΔE to the lowest compared entry with this formula, charge and spin (eV): 2.390
HOMO level (eV): -14.545
LUMO energy (eV): -3.91
Strongest force on any atom (eV/A): 3.367
Energy (Eh): -478.117473
Molecular weight (u): 128.15

The geometry in ORCA input format:
```
! RIJCOSX wB97M-V def2-TZVPD def2/J DEFGRID3
* xyz 1 1
C 1.934 0.785 -0.282
C 2.596 0.450 0.789
C 0.529 -0.968 -0.911
N 0.599 0.284 -0.703
H 2.203 1.467 -1.069
H 2.214 -0.252 1.532
H 3.625 0.693 1.047
H -0.317 -1.387 -1.436
H 1.314 -1.573 -0.467
H -0.047 1.064 -0.801
H -1.776 2.423 0.729
H -2.384 1.133 0.179
O -1.973 1.961 -0.091
H -0.308 1.560 -3.290
H 1.001 0.923 -3.905
O 0.291 0.814 -3.287
H -1.958 -1.466 -0.076
H -1.816 -1.336 1.451
O -1.566 -0.892 0.608
H -1.536 -1.168 3.634
H -1.475 -2.692 3.321
O -1.149 -1.825 3.029
*
```

Atomic partial charges in e from the natural (NBO) method, atoms 1 to 4:
1 C -0.064
2 C -0.359
3 C 0.167
4 N -0.414

Record 8
# C27H20N15O2Rh

C27H20N15O2Rh as an isolated structure (ωB97M-V with the def2-TZVPD basis set, the Open Molecules 2025 dataset).

ΔE to the lowest compared entry with this formula, charge and spin (eV): 0.000
HOMO level (eV): -7.986
LUMO energy (eV): -1.46
Strongest force on any atom (eV/A): 0.584
Energy (Eh): -2123.337367
Molecular weight (u): 689.47

The geometry in ORCA input format:
```
! RIJCOSX wB97M-V def2-TZVPD def2/J DEFGRID3
* xyz 0 1
Rh -2.148 -0.260 0.274
O -1.400 -2.993 -4.277
C -1.377 -1.708 -4.666
C -1.238 -1.464 -6.034
C -1.200 -0.173 -6.511
C -1.302 0.917 -5.643
C -1.449 0.685 -4.295
C -1.487 -0.620 -3.784
C -1.653 -0.795 -2.337
O -1.835 0.262 -1.625
N -1.580 -2.037 -1.838
N -1.772 -2.019 -0.490
C -1.824 -3.044 0.266
C -2.103 -2.736 1.679
C -2.206 -3.704 2.658
C -2.488 -3.316 3.960
C -2.661 -1.973 4.245
C -2.551 -1.054 3.214
N -2.274 -1.423 1.968
H -1.495 -3.020 -3.302
H -1.165 -2.316 -6.696
H -1.091 -0.006 -7.575
H -1.271 1.928 -6.024
H -1.545 1.507 -3.599
H -1.711 -4.053 -0.110
H -2.078 -4.745 2.396
H -2.582 -4.060 4.739
H -2.891 -1.632 5.244
H -2.707 0.005 3.373
N -4.886 1.676 -0.250
C -5.077 0.318 -0.210
N -6.242 -0.291 -0.311
N -5.950 -1.604 -0.184
N -4.692 -1.783 -0.014
N -4.098 -0.565 -0.038
C -3.764 2.306 0.238
N -3.657 3.614 0.359
N -2.425 3.804 0.869
N -1.821 2.686 1.041
N -2.657 1.691 0.651
H -5.683 2.255 -0.453
N 4.409 1.993 2.194
C 5.783 2.043 2.075
C 6.757 2.793 2.729
C 8.062 2.573 2.343
C 8.391 1.641 1.343
C 7.420 0.905 0.700
C 6.092 1.115 1.075
N 4.934 0.527 0.594
C 3.969 1.075 1.278
C 2.551 0.744 1.090
C 1.564 1.136 1.983
C 0.249 0.801 1.727
N -0.114 0.107 0.647
C 0.838 -0.287 -0.212
C 2.170 0.005 -0.026
H 3.840 2.578 2.779
H 6.509 3.512 3.498
H 8.856 3.133 2.821
H 9.431 1.505 1.076
H 7.664 0.188 -0.072
H 1.783 1.703 2.877
H -0.544 1.120 2.385
H 0.510 -0.848 -1.074
H 2.913 -0.322 -0.738
*
```

Atomic partial charges in e from the natural (NBO) method, atoms 1 to 4:
1 Rh 1.052
2 O -0.672
3 C 0.367
4 C -0.281